Formula: C33H27ClIN2O4PPt
Source: the Open Molecules 2025 dataset
Level of theory: ωB97M-V/def2-TZVPD

Properties
ΔE to the lowest compared entry with this formula, charge and spin, kJ/mol: 12.0
Gap between HOMO and LUMO, hartree: 0.2918

Geometry as ORCA input:
```
! RIJCOSX wB97M-V def2-TZVPD def2/J DEFGRID3
* xyz 0 1
C 5.12438 -0.64030 -0.41772
C 1.57754 5.14788 0.28403
H 1.89505 -1.29236 2.45614
C -4.33452 0.61564 -4.22319
C -3.51677 2.02846 2.28216
H 1.90494 6.04717 0.79138
H -3.58252 4.18152 0.42535
O 2.22557 -0.64686 3.10479
C 4.12552 0.30366 -0.26072
C -3.27314 -0.00762 -2.15716
H -4.60734 2.71858 -4.55540
C 0.70802 2.58926 3.17304
H -6.64759 1.86404 3.55668
C 0.19152 4.88367 0.21641
Cl 6.77729 -0.11591 -0.57524
C 2.81143 -0.11853 -0.11948
H 1.74837 4.42712 3.60274
Pt 0.02020 0.50620 1.54424
C 0.65832 2.92114 -1.10815
H 5.62356 -2.71543 -0.58871
C -6.15623 1.66614 1.48161
C 1.07891 -2.02474 0.02080
H 3.45114 0.81327 4.51042
H 3.24835 -3.44471 -0.38002
C -2.04694 5.63661 0.73457
O -1.48219 0.67505 0.16930
H 2.32332 1.69669 5.55227
C -4.23957 1.95731 -3.88011
C 2.48793 -1.46991 -0.14144
C -4.53475 2.03852 3.21948
C 4.82984 -1.99322 -0.45654
H -4.29910 2.18468 4.26558
C 2.76378 1.65268 4.55372
C 0.80544 3.93048 3.84732
C -5.85435 1.85795 2.82015
I 0.19144 1.47688 -2.54871
N 1.46122 0.45980 2.85666
P -2.44679 1.76506 -0.23597
H 0.75575 3.84164 4.93538
C -0.70504 5.83763 0.76285
H 3.31376 2.58143 4.39969
C -3.85277 -0.36424 -3.36443
C 3.51089 -2.39667 -0.32988
H -2.73520 6.37454 1.12327
H -2.48741 2.18670 2.58441
H 3.53900 4.48527 -0.23243
H 4.37639 1.35614 -0.24264
C -1.70814 3.42203 -0.23145
C 1.99882 3.20300 -1.02661
H -0.28693 6.74120 1.19064
C 1.69029 1.52796 3.53074
C -3.81962 1.83617 0.93176
C -3.65812 2.32208 -2.67499
N -0.19222 2.31544 2.31494
C -0.30314 3.70004 -0.39998
H -3.56196 3.36900 -2.41196
H -3.92017 -1.40847 -3.63962
C 2.47491 4.29616 -0.28543
H -7.18226 1.52018 1.17053
C -3.17546 1.33909 -1.81817
H -2.86777 -0.75944 -1.49103
H -0.01850 4.55226 3.50216
H -4.77984 0.33199 -5.16800
C -5.13989 1.65153 0.53465
H -5.38011 1.48972 -0.50804
C -2.53117 4.39330 0.28509
O 0.23632 -1.40643 0.79076
H 2.03381 0.62400 0.00677
H 2.69928 2.59399 -1.58196
O 0.83163 -3.09290 -0.51049
*
```

Partial charges, natural (NBO), in e:
1 C -0.0127
2 C -0.1852
3 H 0.5091
4 C -0.1937
5 C -0.1141
6 H 0.2147
7 H 0.2277
8 O -0.5252
9 C -0.2764
10 C -0.2061
11 H 0.2193
12 C 0.1632
13 H 0.2171
14 C -0.0847
15 Cl -0.0125
16 C -0.1295
17 H 0.2157
18 Pt 0.8968
19 C -0.1641
20 H 0.2273
21 C -0.2176
22 C 0.7656
23 H 0.2532
24 H 0.2425
25 C -0.2337
26 O -1.0824
27 H 0.2395
28 C -0.2141
29 C -0.1988
30 C -0.2287
31 C -0.2497
32 H 0.2184
33 C -0.6783
34 C -0.6677
35 C -0.1833
36 I 0.2050
37 N -0.0870
38 P 1.9632
39 H 0.2162
40 C -0.1355
41 H 0.2350
42 C -0.1950
43 C -0.1483
44 H 0.2224
45 H 0.2463
46 H 0.2213
47 H 0.2178
48 C -0.3593
49 C -0.2492
50 H 0.2147
51 C 0.2037
52 C -0.4640
53 C -0.2069
54 N -0.6096
55 C 0.0391
56 H 0.2219
57 H 0.2233
58 C -0.1981
59 H 0.2189
60 C -0.3510
61 H 0.2509
62 H 0.2368
63 H 0.2186
64 C -0.1757
65 H 0.2259
66 C -0.1734
67 O -0.7925
68 H 0.2177
69 H 0.2333
70 O -0.6382

Formula: C33H27F3N12O5S2Sr
Source: the Open Molecules 2025 dataset
Level of theory: ωB97M-V/def2-TZVPD

Properties
ΔE to the lowest compared entry with this formula, charge and spin, kJ/mol: 55.4
Gap between HOMO and LUMO, hartree: 0.2102

Geometry as ORCA input:
```
! RIJCOSX wB97M-V def2-TZVPD def2/J DEFGRID3
* xyz -2 1
N -1.67138 -3.45861 2.78096
N 2.38613 0.01577 -1.42969
H 1.81945 1.93715 -1.77208
C -0.88297 -3.27628 -2.93498
N -1.52227 -1.56843 4.09716
C 2.12764 4.56995 0.72195
C 3.56920 -3.42097 -1.58733
O -0.73534 -1.57997 1.96507
H 2.46485 -2.97219 0.76638
C -2.19539 3.69338 -2.65068
H 2.78705 2.04077 -4.07175
H -1.49581 -3.82949 4.81733
N -0.35975 -1.40869 -1.26206
H -1.58448 -3.31067 0.70311
N -2.86807 -3.19346 -4.56494
H -0.79426 -0.17282 5.44036
C 4.09648 4.17263 2.21598
H -2.01343 3.16849 -0.54545
F -1.18968 4.75412 -5.60838
H 2.24079 5.62436 0.54790
Sr -0.39851 0.32087 0.61106
H -1.46487 -5.26200 3.77920
C 4.07638 -3.46928 -2.89897
N 1.14042 3.84647 0.17716
N -4.17612 3.03048 4.84141
H 0.35508 4.16717 -0.36766
H -3.52717 -2.19913 3.99794
O 4.45766 5.32594 2.12656
H -3.23222 -0.76075 4.94698
C -1.26336 2.04408 -4.11208
H -2.72902 4.61571 -2.46943
C 0.01820 -4.37234 -2.93950
C -1.84225 -4.04105 1.46522
H -1.40179 0.53533 3.92490
C -0.89387 1.32977 -2.98003
H 4.31094 2.36270 2.84094
C -5.05573 0.46694 2.75444
C -3.84075 0.95010 2.08665
H -1.20201 -4.92095 1.35608
H 4.44972 -4.41678 -3.26820
C -0.64340 -2.23860 -2.01892
C -1.97889 -3.22415 -3.82832
O 3.46586 1.09009 2.80873
H 3.57051 -4.31609 -0.97887
H 0.15564 -0.31473 3.95211
H 4.47884 -2.41768 -4.71650
F -2.73235 3.34334 -6.15714
S -1.64687 2.67365 2.10900
C -2.26981 4.09064 -5.13971
C 3.01304 -1.09554 -1.91197
H -3.00521 -4.44565 4.10164
H -0.37724 0.38359 -3.06633
C 4.09481 -2.37110 -3.70652
C 2.49491 1.13598 2.03442
H -2.88141 -4.34850 1.32365
F -3.20665 5.01622 -4.87450
H 3.86151 0.00510 -5.00432
C 3.06039 -2.25545 -1.05924
N 0.75583 -5.26172 -2.93849
C -1.26606 -2.17609 2.90993
C -1.91393 3.25059 -3.92871
C -1.93576 -4.28519 3.92714
N -6.00116 0.03796 3.25336
C -1.79310 2.90764 -1.57775
C 2.86809 1.12906 -3.49399
C 3.54194 -1.16119 -3.21242
C -3.75181 2.56384 3.87687
C -0.85532 -0.30233 4.35915
C 2.32927 1.07607 -2.18740
C 3.45814 0.01395 -3.99763
N 1.18026 2.55696 0.54699
C -3.18020 1.98920 2.66342
H 2.20005 -1.28718 0.54891
H -1.04657 1.64987 -5.09386
O 4.76145 3.27253 2.91275
C -2.83270 -1.74859 4.70972
N 2.61978 -2.14626 0.21793
S -3.39301 0.07692 0.64365
O 1.68500 0.21636 1.77406
C 2.87890 3.70879 1.48871
H -2.81805 -2.34938 5.62370
N -1.13551 1.75888 -1.74426
C 2.23134 2.45989 1.34949
*
```

Partial charges, Löwdin, in e:
1 N -0.1310
2 N 0.1338
3 H 0.0806
4 C -0.2877
5 N -0.1259
6 C -0.0079
7 C -0.0488
8 O -0.1701
9 H 0.1037
10 C 0.0139
11 H 0.0974
12 H 0.0859
13 N 0.0792
14 H 0.0748
15 N 0.0920
16 H 0.0935
17 C -0.5166
18 H 0.0498
19 F 0.1308
20 H 0.1318
21 Sr 1.1041
22 H 0.0862
23 C -0.1039
24 N 0.0203
25 N 0.1115
26 H 0.1403
27 H 0.0962
28 O 0.0612
29 H 0.0906
30 C 0.0183
31 H 0.1197
32 C -0.2663
33 C -0.0209
34 H 0.0471
35 C -0.1162
36 H 0.0499
37 C -0.3246
38 C -0.8239
39 H 0.0890
40 H 0.0978
41 C -0.2016
42 C -0.2737
43 O 0.0347
44 H 0.1034
45 H 0.0877
46 H 0.0958
47 F 0.1371
48 S 0.4258
49 C -0.5757
50 C -0.1553
51 H 0.0883
52 H 0.0923
53 C -0.0737
54 C -0.5704
55 H 0.0942
56 F 0.1326
57 H 0.1091
58 C -0.2635
59 N 0.1027
60 C -0.5132
61 C -0.1184
62 C -0.0768
63 N 0.1172
64 C -0.1348
65 C -0.0630
66 C -0.1658
67 C -0.3227
68 C -0.0255
69 C -0.1575
70 C -0.0297
71 N 0.0131
72 C -0.8126
73 H 0.0405
74 H 0.1241
75 O 0.1046
76 C -0.0549
77 N 0.1588
78 S 0.4371
79 O -0.1961
80 C -0.0498
81 H 0.0778
82 N 0.0388
83 C -0.1367

Computed values of electronic energy (unit: eV) for the preceding records, in sequence: -78988.728 -93445.589.